No. 1
Density functional theory data (ωB97M-V/def2-TZVPD) for C30H60InP2Si2 as an isolated structure.

## Properties
E_LUMO	-6.78	eV
E_HOMO	-9.80	eV
charge	+1
frontier orbital gap	3.02	eV

Each line ends with the Mulliken charge.
Element x y z (Å)
1 In -0.30371 0.60070 -0.97994  -0.56
2 C -0.95503 -2.85743 1.87201  1.21
3 C 0.32813 -3.06553 1.29294  0.12
4 C 0.61992 -2.03290 3.32671  1.02
5 C -0.77190 -2.23480 3.13564  0.65
6 C 1.30060 -2.55406 2.19530  0.80
7 C -2.25189 -3.27818 1.30129  -1.34
8 H -2.23130 -3.28790 0.20326  0.18
9 H -3.06453 -2.61192 1.62073  0.32
10 H -2.51735 -4.29894 1.62239  0.50
11 C -1.83545 -1.86557 4.09153  -1.53
12 H -2.68415 -2.55890 4.01595  0.42
13 H -2.22017 -0.84771 3.91721  0.11
14 H -1.45533 -1.90259 5.12047  0.40
15 C 1.24310 -1.39372 4.50148  -1.73
16 H 0.70138 -1.65356 5.42017  0.47
17 H 1.24627 -0.29533 4.42518  0.04
18 H 2.28411 -1.72118 4.61427  0.44
19 C 2.76724 -2.60223 2.03511  -1.36
20 H 3.22098 -3.26288 2.79096  0.42
21 H 3.22498 -1.61039 2.15009  0.22
22 H 3.04246 -2.98945 1.04777  0.39
23 C 0.61546 -3.77104 0.02760  -1.60
24 H 0.76136 -4.85232 0.18881  0.44
25 H 1.52852 -3.38454 -0.44341  0.25
26 H -0.20147 -3.66505 -0.69547  0.25
27 C -1.82981 0.62187 -2.43292  1.08
28 C -2.01426 -0.74904 -3.01085  -0.88
29 C -1.12547 -1.89811 -2.57608  -0.50
30 C 0.38004 -1.61611 -2.89871  -1.18
31 C 0.96992 -0.43735 -2.12380  0.86
32 C 1.25184 0.86143 -2.91964  -0.73
33 C 0.18632 2.02578 -3.24718  -1.30
34 C -1.25334 1.57634 -3.52838  -1.18
35 H -1.40680 -2.80223 -3.14384  0.80
36 H 0.48737 -1.48325 -3.99212  0.58
37 H -1.28018 -2.13633 -1.50660  -0.58
38 H -1.27024 1.10070 -4.52087  0.42
39 H -2.75741 1.04989 -2.02398  0.17
40 H -1.84880 -0.68525 -4.10847  0.41
41 H -1.90378 2.46333 -3.60151  0.26
42 H 0.19050 2.77557 -2.43121  0.38
43 H 1.46680 0.50699 -3.95414  0.76
44 H 0.58701 2.55173 -4.12969  0.69
45 H 0.95770 -2.51928 -2.63357  0.24
46 H 1.87194 -0.77353 -1.59258  0.72
47 P -3.92463 -1.51883 -3.69970  0.07
48 C -5.00825 -0.17608 -3.08036  -0.85
49 C -4.29791 -2.72104 -2.37024  -0.76
50 P 4.12867 1.11199 -3.23663  -0.03
51 C 2.53939 1.61114 -2.40513  0.02
52 C 4.51724 -0.37840 -2.21305  -0.77
53 C 5.16294 2.33875 -2.31475  -1.01
54 H -4.54876 0.37734 -2.25626  0.14
55 H -5.96224 -0.61575 -2.76291  0.39
56 H -5.21025 0.52470 -3.89981  0.32
57 H -3.84883 -3.68176 -2.64669  0.30
58 H -5.38991 -2.83695 -2.34259  0.47
59 H -3.92317 -2.39560 -1.39308  -0.05
60 H 4.83608 3.35242 -2.58290  0.34
61 H 6.20492 2.21633 -2.63459  0.39
62 H 5.09719 2.20965 -1.22467  0.23
63 H 2.44316 2.69516 -2.61054  0.70
64 H 2.64799 1.47976 -1.31153  -0.68
65 H 4.41140 -0.19841 -1.13354  0.11
66 H 5.55787 -0.65574 -2.42255  0.48
67 H 3.87851 -1.21343 -2.52749  0.19
68 C -2.67335 3.37637 0.50790  -1.14
69 Si -1.70195 2.02946 1.37669  0.36
70 C -1.96400 2.35791 3.21489  -1.40
71 C -2.52396 0.32854 1.15027  -0.21
72 C 0.05942 2.10864 0.64930  -0.87
73 Si 1.52862 2.26602 1.84833  0.44
74 C 1.21208 2.18202 3.71256  -1.39
75 C 2.78839 0.91140 1.51822  -0.54
76 C 2.37474 3.94569 1.68201  -1.33
77 H -3.43513 3.75849 1.20290  0.36
78 H -3.18610 3.01756 -0.39304  0.27
79 H -2.02012 4.21419 0.22896  0.32
80 H -3.02157 2.62704 3.36474  0.44
81 H -1.76822 1.47470 3.83684  0.29
82 H -1.35855 3.19066 3.59018  0.37
83 H -3.17519 0.27007 0.26633  0.29
84 H -1.78406 -0.48450 1.08851  -0.70
85 H -3.15039 0.10137 2.02585  0.67
86 H 0.09578 3.04541 0.04509  0.42
87 H 2.08022 1.73367 4.21987  0.58
88 H 1.10022 3.19834 4.11914  0.41
89 H 0.32635 1.61328 4.00729  0.16
90 H 3.64339 1.27527 0.92885  0.31
91 H 3.18805 0.53706 2.47349  0.69
92 H 2.32401 0.07035 0.98848  -0.37
93 H 3.03034 3.99635 0.80327  0.35
94 H 1.65253 4.77113 1.61639  0.35
95 H 2.99548 4.12257 2.57374  0.34

No. 2
Density functional theory data (ωB97M-V/def2-TZVPD) for C36H32F5LuOP2Te as an isolated structure.

## Properties
relative energy (zero: lowest compared OMol25 entry of this formula, charge and spin)	0.00	kcal per mole
E_LUMO	-6.04	eV
E_HOMO	-14.10	eV
charge	+2
frontier orbital gap	8.06	eV

Each line ends with the Mulliken charge.
Element x y z (Å)
1 C 0.79769 2.21187 0.48359  -0.08
2 C 1.91760 1.56743 1.05660  0.31
3 C 3.03351 1.28384 0.24054  -0.35
4 C 2.99917 1.59107 -1.11666  -0.88
5 C 1.87173 2.19615 -1.67766  -0.46
6 C 0.76894 2.50032 -0.87717  -0.75
7 P 1.88465 1.02003 2.78008  1.28
8 C 3.54892 0.94493 3.44060  0.24
9 C 4.19654 -0.30195 3.53128  -0.09
10 C 5.50885 -0.36581 3.99574  -0.69
11 C 6.17373 0.80153 4.39081  -0.49
12 C 5.52023 2.03737 4.32549  -0.65
13 C 4.20586 2.11387 3.86008  -0.46
14 Lu 0.22557 -1.22222 1.19568  2.36
15 P -1.71712 -1.62723 -2.24265  1.65
16 C -0.47297 -0.84494 -3.28422  0.72
17 C -0.83516 0.14404 -4.21654  -0.38
18 C 0.12765 0.68647 -5.06881  -0.69
19 C 1.45905 0.26928 -4.98630  -0.65
20 C 1.83246 -0.67969 -4.02807  -0.53
21 C 0.87734 -1.22028 -3.17884  -0.44
22 C -2.34353 -3.12299 -3.01170  0.26
23 C -3.50366 -3.72027 -2.47811  -0.39
24 C -4.02446 -4.87250 -3.06412  -0.65
25 C -3.38259 -5.45157 -4.16575  -0.47
26 C -2.20642 -4.88376 -4.66912  -0.67
27 C -1.67587 -3.72999 -4.09053  -0.29
28 C -3.10261 -0.49483 -2.07110  0.05
29 C -3.08984 0.48408 -1.06239  -0.02
30 C -4.10980 1.42369 -0.98492  -0.79
31 C -5.16567 1.39637 -1.90445  -0.48
32 C -5.19651 0.41578 -2.90063  -0.73
33 C -4.17286 -0.52998 -2.98590  -0.23
34 C 0.84975 2.11911 3.73985  0.84
35 C 0.86526 3.50761 3.52167  -0.12
36 C 0.07622 4.34091 4.31767  -0.85
37 C -0.74054 3.79484 5.31329  -0.50
38 C -0.77705 2.40855 5.50969  -0.72
39 C 0.00778 1.56848 4.72447  -0.44
40 H -3.99547 -3.26986 -1.61248  0.40
41 H -4.93432 -5.31887 -2.66089  0.41
42 H -3.79470 -6.35145 -4.62471  0.40
43 H -1.69644 -5.34309 -5.51701  0.41
44 H -0.75638 -3.28618 -4.47765  0.38
45 H -1.87233 0.48055 -4.27656  0.42
46 H -0.16547 1.44245 -5.79917  0.43
47 H 2.20916 0.68906 -5.65872  0.41
48 H 2.87392 -0.98968 -3.93606  0.49
49 H 1.17933 -1.89545 -2.38398  0.30
50 H -2.28361 0.49879 -0.33030  0.18
51 H -4.08398 2.18327 -0.20267  0.46
52 H -5.96388 2.13735 -1.84142  0.41
53 H -6.01725 0.38336 -3.61874  0.42
54 H -4.20528 -1.29444 -3.76509  0.48
55 H 1.48636 3.93530 2.73070  0.45
56 H 0.10157 5.41886 4.15285  0.41
57 H -1.35400 4.44863 5.93468  0.42
58 H -1.42026 1.98170 6.28041  0.44
59 H -0.04170 0.48378 4.84124  0.23
60 H 3.66045 -1.20636 3.23695  0.38
61 H 6.01692 -1.32946 4.04995  0.42
62 H 7.20090 0.74653 4.75392  0.40
63 H 6.03274 2.94795 4.63789  0.42
64 H 3.69059 3.07523 3.81418  0.36
65 H 3.90798 0.79304 0.67382  0.44
66 H 3.85253 1.34159 -1.75015  0.43
67 H 1.84438 2.41758 -2.74503  0.50
68 H -0.12469 2.94755 -1.31805  0.43
69 H -0.07571 2.42752 1.09809  0.48
70 H 1.37425 -0.30066 2.89509  -0.28
71 H -1.21744 -2.07047 -0.99738  -0.37
72 F 1.29647 -1.51284 -0.44216  -0.66
73 Te -0.66609 -3.54654 3.26526  1.47
74 F -1.12481 0.25757 1.22499  -0.71
75 F -0.91557 -1.81074 4.08621  -0.41
76 F -2.50224 -3.92485 3.69038  -0.45
77 F 1.27691 -2.37864 2.69096  -0.74
78 O -1.02464 -2.96767 1.53917  -0.81

No. 3
Density functional theory data (ωB97M-V/def2-TZVPD) for C23H16Br4N4O2ReSSe2 as an isolated structure.

## Properties
relative energy (zero: lowest compared OMol25 entry of this formula, charge and spin)	9.26	kcal per mole
E_LUMO (spin up / spin down)	-7.59 / -7.29	eV
E_HOMO (spin up / spin down)	-13.16 / -13.17	eV
spin multiplicity	2
<S²>	0.91
charge	+2
frontier orbital gap (spin up / spin down)	5.57 / 5.89	eV

Each line ends with the Mulliken charge.
Element x y z (Å)
1 Re 0.45377 1.30810 0.46425  0.18
2 Se 2.12321 3.47552 2.14577  0.11
3 Se 3.26519 1.42097 2.21164  0.06
4 C 3.47675 1.20586 0.31669  0.48
5 C 4.71175 0.99504 -0.25869  -0.71
6 C 4.79253 0.85820 -1.63626  -0.23
7 C 3.64452 0.97580 -2.40684  -0.91
8 C 2.44353 1.20085 -1.77024  -0.12
9 N 2.36597 1.28284 -0.42529  0.21
10 C 0.47522 2.90615 2.92690  0.31
11 C 0.03553 3.46400 4.10864  -0.70
12 C -1.16015 3.01905 4.65486  -0.23
13 C -1.85061 1.99832 4.02437  -0.91
14 C -1.35400 1.46824 2.85172  -0.02
15 N -0.21868 1.93726 2.29673  0.22
16 H 5.59559 0.95862 0.36328  0.48
17 H 5.75205 0.68940 -2.10696  0.45
18 H 3.67831 0.90969 -3.48444  0.48
19 H 1.52079 1.32906 -2.32401  0.51
20 H 0.63104 4.22615 4.59120  0.47
21 H -1.53235 3.45150 5.57388  0.45
22 H -2.77146 1.60482 4.43026  0.45
23 H -1.85513 0.67005 2.32370  0.48
24 Br -4.22969 5.71447 -2.14578  -0.09
25 C -3.32887 4.20067 -1.52061  0.21
26 C -4.01041 2.94341 -1.47313  0.40
27 Br -5.78892 2.81854 -2.03416  -0.10
28 C -3.36705 1.81033 -1.00823  -0.56
29 Br -4.15522 0.10706 -0.90395  -0.10
30 C -2.05483 1.94572 -0.57792  0.33
31 O -1.30063 0.91972 -0.10820  0.23
32 C -1.36596 3.16706 -0.64346  0.53
33 O -0.11465 3.10500 -0.24143  -0.51
34 C -2.01314 4.31770 -1.11388  -0.25
35 Br -1.03488 5.91601 -1.14576  -0.07
36 N -0.67124 -1.85927 -0.79208  -0.14
37 C 0.26744 -2.12496 0.10177  0.66
38 S 0.79791 -0.92440 1.25162  -0.38
39 N 0.78971 -3.33660 0.19732  -0.05
40 C 0.32938 -4.47288 -0.56699  -0.32
41 C 0.66520 -4.57347 -1.90903  -0.04
42 C 0.21273 -5.66337 -2.63795  -0.55
43 C -0.55488 -6.64123 -2.01918  -0.47
44 C -0.87577 -6.53186 -0.67264  -0.59
45 C -0.43861 -5.43929 0.06065  -0.22
46 H -1.16249 -0.97743 -0.76469  -0.09
47 H -1.01016 -2.59565 -1.39715  0.28
48 H 1.48617 -3.47664 0.91498  0.26
49 H 1.28743 -3.81525 -2.36930  0.46
50 H 0.47143 -5.75659 -3.68367  0.40
51 H -0.89900 -7.49475 -2.58690  0.41
52 H -1.46847 -7.29752 -0.19152  0.39
53 H -0.68593 -5.33997 1.11008  0.46

No. 4
Density functional theory data (ωB97M-V/def2-TZVPD) for a 11-piece molecular cluster, C25H39Br2N14 overall.

## Properties
E_LUMO	-2.67	eV
E_HOMO	-12.67	eV
charge	+1
frontier orbital gap	10.00	eV

Each line ends with the Mulliken charge.
Element x y z (Å)
1 C -0.70545 -0.19014 -0.08673  -1.33
2 C -0.42539 0.90746 0.95298  0.73
3 Br -1.21536 2.56507 0.29242  -0.14
4 C 1.07766 1.00372 1.40807  -0.76
5 Br 2.09500 2.39615 0.48931  -0.06
6 N 1.76910 -0.24216 1.22267  0.46
7 N 2.52310 -0.61907 0.14820  -0.27
8 C 2.94095 -1.85719 0.40782  -0.31
9 N 2.52660 -2.29204 1.57710  -0.67
10 C 1.78760 -1.26635 2.08703  0.55
11 N 1.21988 -1.33050 3.27619  -0.09
12 H 0.10592 -0.37399 -0.78697  0.25
13 H -1.53906 0.15057 -0.68242  0.54
14 H -0.95950 -1.12113 0.40586  0.25
15 H -0.98378 0.67283 1.85257  0.00
16 H 1.10198 1.26303 2.45673  0.58
17 H 2.65741 -0.01608 -0.64707  0.19
18 H 3.55253 -2.44437 -0.26057  0.75
19 H 1.51432 -2.08780 3.86455  0.28
20 H 0.51433 -0.68566 3.61962  -0.07
21 C -4.19732 -1.03213 2.12975  -0.71
22 C -2.91163 -1.69045 2.32473  0.45
23 N -1.89164 -2.20156 2.46378  -0.38
24 H -4.91529 -1.40014 2.85971  0.37
25 H -4.08162 0.04296 2.25335  0.31
26 H -4.57367 -1.23390 1.13294  -0.01
27 C 0.54770 5.77473 -1.71177  -0.42
28 C -0.82875 5.59593 -1.27638  0.45
29 N -1.93165 5.45733 -0.98134  -0.52
30 H 1.06323 6.47104 -1.05289  0.29
31 H 1.06475 4.81576 -1.69649  0.10
32 H 0.53737 6.17383 -2.72971  0.13
33 C -5.91159 -2.11566 -2.29128  -0.75
34 C -6.00043 -1.12599 -1.22540  0.47
35 N -6.08878 -0.36817 -0.36574  -0.49
36 H -5.70018 -1.62227 -3.23909  0.33
37 H -5.11891 -2.82170 -2.06742  0.15
38 H -6.85203 -2.65313 -2.36486  0.30
39 C -4.11281 5.94921 -3.44847  -0.44
40 C -4.70341 4.93341 -4.31400  0.28
41 N -5.15431 4.12094 -4.98973  -0.40
42 H -3.15299 5.60095 -3.08105  -0.04
43 H -3.97071 6.87327 -4.00563  0.28
44 H -4.76473 6.13970 -2.59920  0.29
45 C 7.42246 -1.91711 -0.85954  -0.72
46 C 6.13083 -2.39579 -1.33328  0.35
47 N 5.10835 -2.76461 -1.70713  -0.53
48 H 8.17261 -2.69652 -0.98280  0.32
49 H 7.71556 -1.03930 -1.42981  0.25
50 H 7.35175 -1.64695 0.19052  0.28
51 C -1.34051 -5.75277 3.59525  -0.43
52 C -2.02514 -6.95535 3.13326  0.25
53 N -2.57001 -7.89749 2.76687  -0.36
54 H -1.78038 -4.87455 3.12561  0.02
55 H -1.43326 -5.66360 4.67564  0.27
56 H -0.28605 -5.80520 3.33141  0.24
57 C -4.79658 -6.44329 -1.67539  -0.80
58 C -5.77441 -5.48912 -1.16227  0.39
59 N -6.54166 -4.74040 -0.74896  -0.41
60 H -4.63226 -6.26899 -2.73699  0.28
61 H -3.85547 -6.32902 -1.14161  0.26
62 H -5.16444 -7.45688 -1.53296  0.31
63 C -0.14235 4.55100 -6.03271  -0.82
64 C -0.16674 5.80303 -5.28501  0.48
65 N -0.18381 6.79196 -4.69971  -0.51
66 H -0.81854 3.83406 -5.57104  0.28
67 H -0.46000 4.73059 -7.05741  0.31
68 H 0.86708 4.14486 -6.03764  0.29
69 C 10.43868 0.51183 0.29977  -0.78
70 C 9.01440 0.70346 0.55450  0.36
71 N 7.89419 0.86099 0.75854  -0.38
72 H 10.58736 -0.35041 -0.34753  0.27
73 H 10.84637 1.39615 -0.18491  0.29
74 H 10.96040 0.34664 1.23981  0.29
75 C 0.91444 1.73964 6.16026  -0.98
76 C -0.03183 0.87917 5.45789  0.60
77 N -0.78264 0.20656 4.90159  -0.48
78 H 1.41448 2.39663 5.45114  0.30
79 H 0.38236 2.34447 6.89149  0.35
80 H 1.65632 1.13002 6.67199  0.30

No. 5
Density functional theory data (ωB97M-V/def2-TZVPD) for a 2-piece molecular cluster, CH3IO3 overall.

## Properties
relative energy (zero: lowest compared OMol25 entry of this formula, charge and spin)	165.40	kcal per mole
E_LUMO (spin up / spin down)	-1.22 / -1.81	eV
E_HOMO (spin up / spin down)	-9.38 / -9.38	eV
charge	0
frontier orbital gap (spin up / spin down)	8.17 / 7.57	eV

Each line ends with the Mulliken charge.
Element x y z (Å)
1 C 1.00922 0.52405 -0.10519  -0.30
2 O -2.10964 -1.27366 0.10097  -0.23
3 O 0.12434 0.00076 0.68173  -0.24
4 O -1.04850 -0.86598 -0.57566  -0.14
5 I 2.84166 -0.67810 -0.07920  -0.05
6 H 1.22878 1.64620 0.06158  0.34
7 H 0.64958 0.31349 -1.16557  0.25
8 H -1.81077 -2.10924 0.56227  0.37

Number 1: maximum force 0.1212 Eh/bohr. Number 2: maximum force 0.0482 Eh/bohr. Number 3: maximum force 0.0155 Eh/bohr. Number 4: maximum force 0.0330 Eh/bohr. Number 5: maximum force 0.0469 Eh/bohr.